Version P
{"formula": "C2H7N2OP", "method": "ωB97M-V with the def2-TZVPD basis set", "smiles": "CP(#N)O.C=N", "homo_ev": -9.110, "total_charge": 0, "lumo_ha": 0.010, "symbols": ["C", "C", "N", "N", "O", "P", "H", "H", "H", "H", "H", "H", "H"], "xyz": [[-2.62911, 0.71987, 0.17385], [2.92984, -0.13363, 0.07062], [0.02472, 1.11605, -0.66348], [-2.60678, -0.53601, -0.00357], [0.32379, -1.35980, 0.31047], [1.03567, 0.08009, -0.21995], [-2.78362, 1.58136, -0.62986], [-2.86741, 0.99313, 1.23902], [3.50173, 0.22919, -0.75191], [3.11445, 0.50582, 0.89547], [3.22392, -1.12966, 0.28284], [-0.66213, -1.20107, 0.22800], [-2.60508, -0.86534, -0.93151]]}

Version Q
{"formula": "C2H7N2OP", "method": "ωB97M-V with the def2-TZVPD basis set", "smiles": "CNC(=O)NP", "homo_ev": -8.622, "total_charge": 0, "lumo_ha": 0.023, "symbols": ["C", "C", "N", "N", "O", "P", "H", "H", "H", "H", "H", "H", "H"], "xyz": [[-0.26265, 0.42498, 0.19252], [1.38291, -1.37766, 0.54032], [0.31064, -0.71704, -0.15933], [-1.01634, 1.03522, -1.01386], [-0.27717, 1.04230, 1.21483], [-2.22246, 2.13989, -0.89357], [1.18029, -2.56211, 0.56473], [2.38428, -1.15649, 0.14918], [1.50709, -1.16650, 1.54643], [0.27115, -0.92407, -1.10680], [-0.85593, 0.54154, -1.97798], [-1.60995, 3.47064, -0.82631], [-2.30538, 1.96039, 0.38671]]}

Least stable structure: version P

Version P
{"formula": "C5H12N3", "method": "ωB97M-V with the def2-TZVPD basis set", "homo_ev": -12.584, "total_charge": 1, "lumo_ha": -0.161, "symbols": ["C", "C", "C", "C", "C", "N", "N", "N", "H", "H", "H", "H", "H", "H", "H", "H", "H", "H", "H", "H"], "xyz": [[-0.04041, 2.68790, -0.21762], [-0.56549, 1.61165, 0.42272], [2.31377, -0.43181, -0.24560], [-2.67710, -1.52888, -0.27313], [-1.21542, 0.56867, -0.24783], [3.39649, -1.07547, 0.15148], [-1.87625, -0.41976, 0.34585], [1.08049, -0.61006, 0.20683], [0.43979, 3.44376, 0.49278], [-0.22120, 2.92607, -1.20093], [-0.23418, 1.47833, 1.43566], [2.42522, 0.24225, -1.00630], [-3.53498, -1.57434, 0.31590], [-2.87609, -1.21889, -1.23822], [-2.10061, -2.44359, -0.48697], [-1.52271, 0.71530, -1.34340], [4.26296, -0.92931, -0.48581], [3.57414, -1.68941, 1.00458], [-1.69043, -0.49360, 1.39502], [1.06202, -1.25880, 0.97500]]}

Version Q
{"formula": "C5H12N3", "method": "ωB97M-V with the def2-TZVPD basis set", "homo_ev": -11.792, "total_charge": 1, "lumo_ha": -0.164, "symbols": ["C", "C", "N", "N", "H", "H", "H", "H", "H", "H", "C", "C", "C", "N", "H", "H", "H", "H", "H", "H"], "xyz": [[1.70076, -0.39060, -1.84216], [0.43010, -0.09735, -1.59203], [-0.52081, -1.06520, -1.07322], [2.71978, 0.55583, -1.98283], [2.01951, -1.42299, -1.87645], [0.06234, 0.91569, -1.58330], [-1.32424, -1.13876, -1.68849], [-0.09629, -1.99013, -1.04669], [2.39195, 1.44394, -2.34766], [3.47605, 0.23724, -2.57335], [-1.62442, 0.35245, 2.22942], [-2.85466, 0.11649, 1.82527], [0.65361, 0.54493, 1.65236], [-0.51603, 0.14534, 1.36307], [-1.38494, 0.72231, 3.21477], [-3.06709, -0.24326, 0.83345], [-3.69005, 0.27979, 2.49044], [1.46844, 0.38696, 0.95803], [0.82939, 1.04667, 2.59360], [-0.67341, -0.39935, 0.44578]]}

Least stable structure: version P

Version P
{"formula": "C3H8N4S", "method": "ωB97M-V with the def2-TZVPD basis set", "homo_ev": -8.568, "total_charge": 0, "lumo_ha": 0.007, "symbols": ["C", "C", "C", "H", "H", "H", "H", "H", "H", "H", "H", "N", "N", "N", "N", "S"], "xyz": [[-0.95317, 1.41194, 0.41908], [-0.19507, -1.05090, -0.12844], [1.53454, 0.13841, -0.82167], [0.30764, 1.90714, -0.35963], [-0.92138, 1.34340, 1.80208], [-2.04633, 2.14587, -0.19413], [-2.58926, -1.06431, -0.70852], [-2.40185, -1.33605, 0.86743], [-0.79616, -1.92150, 0.25271], [0.79129, 0.95873, -1.29788], [3.00625, -1.10964, 0.76482], [-1.08778, -0.06524, -0.04771], [-2.28295, -0.60450, 0.07479], [1.11646, -1.09762, -0.33062], [2.63506, 0.55815, -0.67414], [3.88273, -0.21387, 0.38184]]}

Version Q
{"formula": "C3H8N4S", "method": "ωB97M-V with the def2-TZVPD basis set", "smiles": "[H]/N=C\\N/C(=N\\[H])N(C)S", "homo_ev": -9.436, "total_charge": 0, "lumo_ha": 0.019, "symbols": ["C", "C", "C", "H", "H", "H", "H", "H", "H", "H", "H", "N", "N", "N", "N", "S"], "xyz": [[2.41854, 1.00467, -0.09609], [-0.05299, 0.73447, -0.09292], [-2.42335, 0.15798, 0.16693], [2.18951, 1.94988, -0.60537], [2.66626, 1.31916, 0.93196], [3.24256, 0.48269, -0.59694], [1.36042, -1.60373, 1.46417], [-1.05523, 2.29864, 0.09676], [-0.98218, -1.01011, -0.74155], [-2.49545, 1.04340, 0.80556], [-3.35130, -1.44267, -0.53804], [1.20503, 0.13734, -0.24932], [-0.07665, 1.97975, 0.24402], [-1.12010, -0.09264, -0.34324], [-3.42796, -0.58185, 0.02334], [1.41937, -1.53239, 0.09952]]}

Version R
{"formula": "C3H8N4S", "method": "ωB97M-V with the def2-TZVPD basis set", "smiles": "NNC1=NSCCN1", "homo_ev": -7.646, "total_charge": 0, "lumo_ha": 0.026, "symbols": ["C", "C", "C", "H", "H", "H", "H", "H", "H", "H", "H", "N", "N", "N", "N", "S"], "xyz": [[-0.39199, 0.83454, 0.09090], [-0.58024, -1.54792, -1.45517], [0.77208, -1.07852, -0.94596], [-0.05823, 0.55285, 2.63358], [1.22253, 1.60106, 2.43747], [-1.06898, 2.43423, 1.07747], [-1.12219, -2.11358, -0.66307], [-0.45104, -2.23194, -2.33317], [1.34548, -0.62559, -1.78102], [1.33845, -1.94759, -0.57811], [1.42596, 0.12763, 0.62259], [0.19730, 1.51327, 2.36296], [-0.23287, 1.84485, 1.06465], [-1.39720, 0.93095, -0.69200], [0.57653, -0.15319, 0.16278], [-1.57561, -0.14105, -2.00388]]}

Least stable structure: version P

Version P
{"formula": "C6H16", "method": "ωB97M-V with the def2-TZVPD basis set", "multiplicity": 2, "s_squared": 0.75, "homo_ev": [1.431, -6.958], "total_charge": -1, "lumo_ha": [0.150, 0.153], "symbols": ["C", "C", "C", "C", "H", "H", "H", "H", "H", "H", "H", "H", "H", "H", "C", "C", "H", "H", "H", "H", "H", "H"], "xyz": [[-0.49903, -0.34097, 0.99389], [-0.20609, -1.47820, 1.98554], [-1.13885, -0.80205, -0.28355], [-1.50168, 0.74711, 1.50713], [0.45995, 0.09699, 0.47167], [-1.21721, -1.72163, 2.29493], [0.57660, -1.49276, 2.83885], [-1.76158, -1.70815, -0.13407], [-1.62476, 0.02559, -0.86983], [-0.32667, -0.97145, -1.01873], [-1.53122, 0.96765, 2.56837], [-1.13123, 1.77437, 1.15448], [-2.48260, 0.43212, 1.19390], [0.01164, -2.31781, 1.26976], [1.31687, 1.28363, -1.36167], [1.91850, 0.49220, -2.52984], [1.56925, 0.91707, -0.43958], [1.86122, 2.26196, -1.28837], [0.29943, 1.53899, -1.57023], [1.89394, 1.06664, -3.32354], [1.12817, -0.26615, -2.79579], [2.93679, -0.01368, -2.22081]]}

Version Q
{"formula": "C6H16", "method": "ωB97M-V with the def2-TZVPD basis set", "multiplicity": 2, "s_squared": 0.75, "homo_ev": [1.553, -7.821], "total_charge": -1, "lumo_ha": [0.153, 0.155], "symbols": ["C", "C", "C", "H", "H", "H", "H", "H", "H", "H", "H", "C", "C", "C", "H", "H", "H", "H", "H", "H", "H", "H"], "xyz": [[0.26620, -1.48353, -1.26962], [1.76330, -1.51746, -1.57447], [-0.18446, -2.78289, -0.58193], [0.04135, -0.61943, -0.65346], [-0.27923, -1.35657, -2.20914], [2.13644, -0.63780, -2.09233], [-0.49401, -3.54560, -1.30335], [0.62290, -3.16679, 0.03823], [-1.02286, -2.58479, 0.09886], [2.35799, -1.69555, -0.67315], [1.97647, -2.38811, -2.20800], [-0.34262, 2.49009, 1.05488], [0.23460, 1.25844, 1.76886], [-1.76750, 2.28588, 0.54426], [-0.34748, 3.34404, 1.73969], [0.28737, 2.78869, 0.21756], [1.32238, 1.33810, 1.76616], [-1.83912, 1.36613, -0.04460], [-2.46664, 2.22681, 1.38261], [-0.13393, 0.34636, 1.32044], [-0.04339, 1.26436, 2.82325], [-2.08776, 3.06962, -0.14477]]}

Least stable structure: version P

Version P
{"formula": "C2H10N2", "method": "ωB97M-V with the def2-TZVPD basis set", "smiles": "NCN.C", "homo_ev": -9.546, "total_charge": 0, "lumo_ha": 0.033, "symbols": ["C", "H", "H", "H", "H", "N", "C", "N", "H", "H", "H", "H", "H", "H"], "xyz": [[-2.59952, 1.39455, 4.01718], [-3.50676, 1.99975, 3.75637], [-3.25742, 0.44474, 3.87234], [-2.24515, 1.50873, 4.97948], [-1.81991, 1.35313, 3.28446], [2.07904, -1.27360, -1.29429], [0.89643, -0.40104, -1.03792], [0.09120, -0.03978, -2.23656], [1.92611, -2.09658, -1.75904], [2.69309, -0.63189, -1.78051], [0.27951, -0.83132, -0.28626], [1.23918, 0.44578, -0.39597], [-0.72858, 0.37219, -2.00262], [0.44674, 0.66810, -2.82779]]}

Version Q
{"formula": "C2H10N2", "method": "ωB97M-V with the def2-TZVPD basis set", "homo_ev": -8.475, "total_charge": 0, "lumo_ha": 0.027, "symbols": ["C", "N", "H", "H", "H", "H", "H", "C", "N", "H", "H", "H", "H", "H"], "xyz": [[0.90431, -1.40944, -1.17079], [-0.09279, -1.46831, -0.36785], [-0.77902, -2.17217, -0.64133], [-0.90244, 0.09901, 0.12288], [0.98243, -1.95883, -2.11218], [1.85604, -1.03880, -0.80891], [0.61531, 1.62559, -1.94351], [-1.01791, 1.01714, 0.91370], [-0.07076, 0.77634, 1.98856], [0.87840, 0.90716, 1.64433], [-0.12360, -0.19708, 2.27699], [-2.01611, 0.91424, 1.35406], [-0.96734, 2.08292, 0.68014], [0.73346, 0.82224, -1.93610]]}

Least stable structure: version Q

Version P
{"formula": "C2H2ClFO2", "method": "ωB97M-V with the def2-TZVPD basis set", "smiles": "O=C(Cl)[C@H](O)F", "homo_ev": -10.801, "total_charge": 0, "lumo_ha": 0.018, "symbols": ["C", "C", "O", "O", "F", "Cl", "H", "H"], "xyz": [[0.96326, 0.57243, 0.09689], [-0.31633, -0.24447, -0.20990], [1.05858, 1.66275, 0.53098], [-1.52654, 0.38116, -0.03303], [-0.30445, -1.38476, 0.56618], [2.30784, -0.42708, -0.25960], [-0.10645, -0.43321, -1.26469], [-2.07590, -0.12682, 0.57316]]}

Version Q
{"formula": "C2H2ClFO2", "method": "ωB97M-V with the def2-TZVPD basis set", "homo_ev": -11.239, "total_charge": 0, "lumo_ha": -0.032, "symbols": ["C", "C", "O", "O", "F", "Cl", "H", "H"], "xyz": [[-0.89973, 0.55460, 0.13634], [0.41569, 0.03680, 0.60550], [-1.26857, 1.67767, 0.19705], [1.24176, -0.13951, -1.10070], [0.43809, -1.18816, 1.08722], [-1.88347, -0.70739, -0.58233], [1.10757, 0.71582, 1.09040], [0.84865, -0.94985, -1.43346]]}

Least stable structure: version Q